C37H56FeN5OPS2Si3 | ωB97M-V/def2-TZVPD

Output
<S²>: 6.029
maximum force: 3.9 eV/A
2S+1: 5
total charge: 0
HOMO (spin up / spin down): -6.50 / -7.25 eV
E_LUMO (spin up / spin down): 0.00854 / 0.01009 Ha

Last column: Mulliken spin population.
Positions of all 106 atoms, in Å:
1 Fe -5.714 0.592 17.060  3.76
2 C -4.976 4.437 17.178  0.01
3 Si -5.414 3.451 18.714  0.03
4 C -3.709 2.764 19.332  -0.01
5 C -5.771 4.717 20.035  0.00
6 C -6.745 2.146 18.405  0.10
7 Si -8.410 3.154 18.249  0.02
8 C -10.019 2.230 17.867  0.01
9 C -9.021 3.774 19.948  0.00
10 C -8.308 4.619 17.075  0.00
11 Si -7.264 0.826 19.601  -0.07
12 C -8.924 -0.110 19.594  0.01
13 C -7.210 1.470 21.362  0.01
14 C -5.982 -0.539 19.499  0.00
15 C -5.626 -1.243 20.624  0.02
16 C -4.677 -2.281 20.630  -0.01
17 C -4.131 -2.622 19.399  0.00
18 C -4.472 -1.854 18.279  0.01
19 N -5.363 -0.867 18.319  0.01
20 H -3.898 4.597 17.106  0.00
21 H -5.513 5.373 17.008  0.00
22 H -5.165 3.742 16.331  0.00
23 H -3.107 3.648 19.085  0.00
24 H -3.425 0.687 19.180  0.00
25 H -3.934 3.432 21.401  0.00
26 H -4.973 5.492 20.131  0.00
27 H -5.805 4.304 21.043  0.00
28 H -6.685 5.243 19.843  0.00
29 H -10.548 1.916 18.787  0.00
30 H -9.926 1.332 17.241  0.00
31 H -10.661 2.954 17.374  0.00
32 H -9.598 2.968 20.444  0.00
33 H -9.737 4.586 19.793  0.00
34 H -8.273 4.111 20.641  0.00
35 H -8.038 4.346 16.054  0.00
36 H -7.575 5.348 17.387  0.00
37 H -9.283 5.137 17.049  0.00
38 H -9.718 0.357 20.204  0.00
39 H -8.758 -1.147 19.948  0.00
40 H -9.334 -0.202 18.597  -0.01
41 H -7.609 2.461 21.413  0.00
42 H -6.199 1.504 21.757  0.00
43 H -7.835 0.861 22.031  0.00
44 H -6.139 -0.954 21.543  0.00
45 H -4.447 -2.815 21.558  0.00
46 H -3.358 -3.384 19.300  0.00
47 H -4.029 -2.048 17.274  0.01
48 S -1.365 1.456 16.530  0.01
49 C -1.737 1.635 18.255  0.00
50 C -0.781 1.651 19.266  0.00
51 C -1.049 1.804 20.646  0.00
52 C -2.182 2.182 21.328  0.00
53 C -3.553 2.547 20.850  0.00
54 C -3.168 1.580 18.575  0.07
55 N -3.875 1.386 17.278  -0.02
56 C -3.133 1.332 16.223  0.06
57 C -3.811 1.101 14.926  -0.11
58 C -3.153 1.162 13.705  0.00
59 C -3.908 1.127 12.528  0.01
60 C -5.298 1.061 12.639  0.00
61 C -5.891 0.924 13.876  -0.08
62 C -5.192 0.899 15.056  0.14
63 H 0.291 1.514 19.024  0.00
64 H -0.231 1.601 21.335  0.00
65 H -2.053 2.311 22.394  0.00
66 H -4.247 1.737 21.244  0.00
67 H -2.051 1.228 13.727  0.00
68 H -3.409 1.201 11.555  0.00
69 H -5.918 1.035 11.751  0.00
70 H -6.959 0.997 13.962  -0.01
71 O -8.473 1.636 14.909  0.03
72 S -9.705 2.421 14.811  0.00
73 C -9.763 3.424 13.281  0.00
74 C -10.617 2.675 12.223  0.00
75 C -10.988 1.228 12.705  0.00
76 C -11.025 1.270 14.239  0.00
77 H -8.713 3.623 12.943  0.00
78 H -10.197 4.391 13.590  0.00
79 H -10.101 2.689 11.268  0.00
80 H -11.561 3.227 12.058  0.00
81 H -10.208 0.507 12.389  0.00
82 H -11.951 0.907 12.302  0.00
83 H -10.840 0.324 14.757  0.00
84 H -11.975 1.699 14.613  0.00
85 C -8.080 -4.488 16.086  0.00
86 N -6.881 -4.359 15.286  0.00
87 C -7.225 -4.219 13.860  0.00
88 N -8.119 -3.065 13.627  0.00
89 C -9.313 -3.229 14.481  0.00
90 N -8.974 -3.326 15.890  0.00
91 C -8.479 -2.064 16.437  -0.01
92 P -6.822 -1.525 15.611  -0.01
93 C -6.029 -3.277 15.767  0.02
94 C -7.442 -1.797 13.850  0.02
95 H -7.810 -4.595 17.143  0.00
96 H -8.645 -5.366 15.810  0.00
97 H -7.722 -5.147 13.548  0.00
98 H -6.297 -4.060 13.294  0.00
99 H -9.865 -4.144 14.220  0.00
100 H -9.997 -2.406 14.313  0.00
101 H -8.309 -2.086 17.514  0.00
102 H -9.188 -1.227 16.233  0.00
103 H -5.748 -3.470 16.810  0.00
104 H -5.127 -3.246 15.114  0.00
105 H -6.564 -1.743 13.154  0.00
106 H -8.081 -0.943 13.599  0.00

C37H56Mn2N4O24 | ωB97M-V/def2-TZVPD

Output
<S²>: 30.009
maximum force: 11.5 eV/A
2S+1: 11
total charge: -2
HOMO (spin up / spin down): -2.16 / -2.14 eV
E_LUMO (spin up / spin down): 0.10389 / 0.10282 Ha

Last column: Mulliken spin population.
Positions of all 123 atoms, in Å:
1 Mn -0.182 14.622 17.925  4.80
2 Mn -0.722 13.211 21.795  4.82
3 C 2.152 18.228 17.612  0.01
4 C 2.235 19.096 16.539  0.00
5 C 1.419 18.855 15.311  0.00
6 O 1.669 19.541 14.258  0.01
7 C 0.529 17.874 15.192  0.01
8 C 0.368 16.837 16.195  -0.02
9 C 1.293 17.082 17.540  -0.02
10 O 1.217 16.164 18.372  0.05
11 O -0.328 15.799 16.188  0.05
12 O 3.114 20.062 16.747  0.01
13 H 2.716 18.362 18.523  0.00
14 H -0.001 17.764 14.258  0.00
15 C -3.473 16.673 21.887  0.01
16 C -4.308 17.598 21.268  0.00
17 C -4.417 17.672 19.788  0.00
18 O -5.296 18.361 19.098  0.02
19 C -3.580 16.990 18.994  0.00
20 C -2.522 16.124 19.542  0.03
21 C -2.528 15.837 21.119  -0.02
22 O -1.859 14.892 21.615  -0.02
23 O -1.706 15.680 18.738  -0.01
24 O -4.987 18.417 22.073  0.01
25 H -3.393 16.643 22.963  0.00
26 H -3.689 17.080 17.923  0.00
27 C -0.725 12.506 19.337  -0.04
28 O -1.452 12.026 20.254  0.05
29 O -0.995 12.741 18.119  0.04
30 O -0.083 13.412 19.772  0.11
31 C -2.362 22.611 28.369  0.00
32 C -2.392 21.643 27.188  0.00
33 O -3.424 22.049 26.292  0.00
34 C -3.875 21.207 25.358  0.00
35 O -3.442 20.075 25.020  0.00
36 O -4.847 21.834 24.654  0.00
37 C -6.010 21.182 24.097  0.00
38 H -2.966 22.140 29.145  0.00
39 H -2.609 23.646 28.134  0.00
40 H -1.332 22.521 28.712  0.00
41 H -2.628 20.708 27.697  0.00
42 H -1.433 21.535 26.682  0.00
43 H -5.781 20.318 23.473  0.00
44 H -6.545 21.970 23.568  0.00
45 H -6.760 20.762 24.768  0.00
46 C 0.424 24.261 22.763  0.00
47 C -1.068 24.427 22.499  0.00
48 O -1.586 23.407 21.607  0.00
49 C -2.900 23.284 21.323  0.00
50 O -3.792 23.933 21.889  0.00
51 O -3.054 22.321 20.533  0.00
52 C -4.398 21.872 20.207  0.00
53 H 0.524 23.271 23.207  0.00
54 H 0.769 25.043 23.440  0.00
55 H 1.027 24.302 21.857  0.00
56 H -1.352 25.361 22.014  0.00
57 H -1.573 24.506 23.461  0.00
58 H -4.859 21.683 21.177  0.00
59 H -4.366 20.976 19.587  0.00
60 H -4.996 22.662 19.753  0.00
61 C -4.300 17.055 14.078  0.00
62 C -3.426 18.127 13.516  0.00
63 O -3.407 18.033 12.039  0.00
64 C -2.843 18.977 11.259  0.00
65 O -2.358 20.006 11.731  0.00
66 O -2.827 18.600 10.001  0.00
67 C -2.035 19.245 8.963  0.00
68 H -4.459 17.076 15.156  0.00
69 H -4.030 16.057 13.734  0.00
70 H -5.283 17.162 13.619  0.00
71 H -2.428 17.993 13.931  0.00
72 H -3.813 19.116 13.764  0.00
73 H -1.064 19.518 9.378  0.00
74 H -2.679 20.068 8.655  0.00
75 H -1.999 18.672 8.037  0.00
76 C -6.368 12.806 16.449  0.00
77 O -6.568 11.638 16.716  0.00
78 N -5.708 13.656 17.216  0.00
79 C -5.331 15.038 16.793  0.00
80 C -5.059 13.169 18.428  0.00
81 H -6.787 13.155 15.492  0.00
82 H -5.537 15.283 15.751  0.00
83 H -4.249 15.022 16.921  0.00
84 H -5.617 15.865 17.443  0.00
85 H -4.321 12.406 18.181  0.00
86 H -4.561 14.003 18.923  0.00
87 H -5.755 12.704 19.126  0.00
88 C -4.124 20.578 16.508  0.00
89 O -4.823 21.118 15.669  0.00
90 N -2.794 20.407 16.411  0.00
91 C -2.055 19.693 17.446  0.00
92 C -2.034 20.845 15.233  0.00
93 H -4.456 20.157 17.470  0.00
94 H -1.101 20.132 17.737  0.00
95 H -1.804 18.659 17.211  0.00
96 H -2.523 19.679 18.431  0.00
97 H -1.384 21.670 15.523  0.00
98 H -1.383 20.158 14.691  0.00
99 H -2.715 21.160 14.442  0.00
100 C -2.857 12.601 24.126  0.01
101 O -1.833 12.577 23.429  0.03
102 N -3.949 11.940 23.743  0.01
103 C -4.992 11.780 24.760  0.00
104 C -4.238 11.200 22.546  0.00
105 H -2.948 13.074 25.116  0.00
106 H -5.942 12.039 24.291  0.00
107 H -4.831 12.409 25.635  0.00
108 H -5.112 10.746 25.082  0.00
109 H -3.940 10.162 22.699  0.00
110 H -5.287 11.364 22.302  0.00
111 H -3.686 11.653 21.722  0.00
112 C 1.188 15.440 23.216  0.01
113 O 0.510 14.471 22.977  0.04
114 N 2.342 15.407 23.875  0.01
115 C 3.044 16.660 24.106  0.00
116 C 2.806 14.302 24.771  0.00
117 H 1.024 16.408 22.718  0.00
118 H 2.877 17.007 25.126  0.00
119 H 2.880 17.382 23.307  0.00
120 H 4.122 16.506 24.053  0.00
121 H 2.235 14.128 25.683  0.00
122 H 2.730 13.346 24.253  0.00
123 H 3.872 14.313 24.996  0.00

C37H57IrN11OP2S2Te | ωB97M-V/def2-TZVPD

Output
<S²>: 0.779
maximum force: 1.4 eV/A
2S+1: 2
total charge: +2
HOMO (spin up / spin down): -12.69 / -12.67 eV
E_LUMO (spin up / spin down): -0.22168 / -0.23598 Ha

Last column: Mulliken spin population.
Positions of all 112 atoms, in Å:
1 Ir 0.205 -0.150 0.588  0.66
2 S -6.687 -2.820 2.008  0.00
3 N -6.207 -1.774 0.883  0.00
4 C -4.892 -1.677 0.988  0.00
5 C -4.041 -0.831 0.170  0.00
6 C -4.453 0.002 -0.872  0.01
7 C -3.498 0.718 -1.566  -0.01
8 C -2.158 0.637 -1.195  0.01
9 N -1.767 -0.110 -0.171  -0.02
10 C -2.687 -0.854 0.474  -0.01
11 C -2.132 -1.708 1.502  -0.01
12 N -0.784 -1.645 1.615  -0.03
13 C -0.189 -2.421 2.518  0.00
14 C -0.915 -3.263 3.355  0.00
15 C -2.290 -3.327 3.248  0.00
16 C -2.923 -2.539 2.285  0.00
17 C -4.351 -2.498 2.018  0.00
18 N -5.268 -3.194 2.668  0.00
19 H -5.504 0.064 -1.123  0.00
20 H -3.776 1.357 -2.392  0.00
21 H -1.385 1.187 -1.714  0.00
22 H 0.890 -2.363 2.568  0.00
23 H -0.385 -3.860 4.083  0.00
24 H -2.880 -3.975 3.882  0.00
25 C 1.390 -4.351 -0.403  0.00
26 N 2.124 -3.322 -1.153  0.00
27 C 3.180 -2.736 -0.326  0.00
28 P 1.192 -2.280 -2.046  0.01
29 O 0.186 -1.407 -1.321  0.03
30 N 2.278 -1.326 -2.842  0.00
31 C 3.337 -1.928 -3.647  0.00
32 C 1.911 0.021 -3.271  0.00
33 N 0.319 -3.286 -3.018  0.00
34 C -0.865 -2.755 -3.691  0.00
35 C 0.942 -4.386 -3.752  0.00
36 H 2.031 -5.222 -0.264  0.00
37 H 0.499 -4.658 -0.945  0.00
38 H 1.088 -3.979 0.581  0.00
39 H 3.789 -3.544 0.079  0.00
40 H 2.769 -2.154 0.507  0.00
41 H 3.817 -2.081 -0.918  0.00
42 H 3.523 -2.953 -3.333  0.00
43 H 4.262 -1.361 -3.528  0.00
44 H 3.074 -1.926 -4.709  0.00
45 H 1.089 0.398 -2.667  0.00
46 H 1.614 0.030 -4.324  0.00
47 H 2.768 0.690 -3.156  0.00
48 H -1.332 -1.986 -3.081  0.00
49 H -1.584 -3.563 -3.837  0.00
50 H -0.617 -2.337 -4.672  0.00
51 H 1.803 -4.771 -3.211  0.00
52 H 1.260 -4.076 -4.752  0.00
53 H 0.216 -5.193 -3.862  0.00
54 N 1.835 0.588 0.789  0.46
55 P 3.054 1.469 1.461  -0.05
56 N 4.393 1.378 0.518  0.04
57 C 4.244 1.846 -0.872  0.01
58 C 5.081 0.986 -1.801  -0.01
59 C 6.575 1.152 -1.473  0.00
60 C 6.775 1.590 -0.017  0.00
61 C 5.751 0.936 0.896  0.00
62 N 3.570 0.911 2.937  0.01
63 C 2.812 1.314 4.152  0.00
64 C 1.874 0.209 4.618  0.00
65 C 2.684 -0.989 5.123  0.00
66 C 4.035 -1.050 4.407  0.00
67 C 3.969 -0.532 2.979  0.00
68 N 2.568 3.020 1.549  0.03
69 C 1.410 3.624 0.872  0.00
70 C 1.850 4.717 -0.094  0.00
71 C 2.678 5.765 0.642  0.00
72 C 3.887 5.108 1.300  0.00
73 C 3.458 3.980 2.230  0.00
74 H 4.567 2.889 -0.950  0.00
75 H 3.185 1.819 -1.139  0.00
76 H 4.886 1.273 -2.835  0.00
77 H 4.769 -0.056 -1.685  0.00
78 H 7.022 1.891 -2.138  0.00
79 H 7.099 0.212 -1.650  0.00
80 H 6.703 2.676 0.077  0.00
81 H 7.770 1.311 0.330  0.00
82 H 5.933 1.209 1.935  0.00
83 H 5.844 -0.151 0.804  0.00
84 H 2.277 2.236 3.926  0.00
85 H 3.538 1.538 4.937  0.00
86 H 1.250 -0.078 3.770  -0.01
87 H 1.203 0.583 5.390  0.00
88 H 2.127 -1.914 4.965  0.00
89 H 2.850 -0.908 6.198  0.00
90 H 4.416 -2.071 4.380  0.00
91 H 4.775 -0.460 4.951  0.00
92 H 3.275 -1.135 2.381  0.00
93 H 4.956 -0.639 2.538  0.00
94 H 0.760 4.067 1.635  0.00
95 H 0.845 2.844 0.364  -0.01
96 H 0.960 5.170 -0.535  0.00
97 H 2.439 4.283 -0.906  0.00
98 H 2.057 6.232 1.413  0.00
99 H 2.998 6.554 -0.038  0.00
100 H 4.455 5.839 1.877  0.00
101 H 4.556 4.708 0.532  0.00
102 H 2.920 4.389 3.092  0.00
103 H 4.330 3.443 2.607  0.00
104 Te -1.370 1.348 2.510  -0.09
105 C -0.907 3.212 3.238  0.01
106 C -0.151 3.568 4.331  0.00
107 C -0.136 4.962 4.563  0.00
108 C -0.890 5.647 3.650  -0.01
109 S -1.611 4.608 2.516  0.00
110 H 0.347 2.849 4.964  0.00
111 H 0.378 5.438 5.385  0.00
112 H -1.063 6.710 3.606  0.00

C37H57N2O9S2 | ωB97M-V/def2-TZVPD

Output
maximum force: 1.5 eV/A
total charge: +1
HOMO: -10.63 eV
energy above the lowest of the compared OMol25 structures with the same formula, charge and spin: 0.0 kcal per mole
E_LUMO: -0.15504 Ha

Last column: Mulliken charge in e.
Positions of all 107 atoms, in Å:
1 O -1.382 5.741 3.354  -0.47
2 C -1.425 4.565 3.288  0.13
3 O -1.552 3.792 4.354  -0.30
4 C -1.315 3.913 1.943  -0.05
5 C -0.068 3.766 1.350  -0.97
6 C 0.001 3.196 0.104  -0.01
7 N -1.095 2.772 -0.567  0.45
8 C -0.857 2.180 -1.901  -1.93
9 C -1.044 0.672 -1.964  0.55
10 C 0.008 -0.102 -1.175  -1.21
11 S 1.699 0.040 -1.831  -0.17
12 C 1.720 -0.948 -3.314  0.32
13 S 3.096 -1.683 -3.677  -0.16
14 N 0.509 -0.978 -4.081  1.07
15 C 0.564 -0.167 -5.272  0.47
16 C 0.406 -0.663 -6.559  -0.45
17 C 0.498 0.212 -7.636  -0.78
18 C 0.724 1.568 -7.471  -0.56
19 C 0.853 2.070 -6.178  -0.93
20 C 0.779 1.202 -5.101  0.06
21 C -0.026 -2.322 -4.256  -0.66
22 C 0.649 -3.372 -4.872  -0.34
23 C 0.053 -4.618 -5.015  -0.63
24 C -1.234 -4.842 -4.537  -0.58
25 C -1.918 -3.807 -3.913  -0.83
26 C -1.317 -2.559 -3.787  0.01
27 C -2.320 2.919 -0.014  1.38
28 C -3.571 2.500 -0.726  -1.51
29 C -3.847 3.256 -2.067  -0.63
30 C -3.983 2.329 -3.294  -0.38
31 O -5.334 2.127 -3.649  -0.56
32 C -2.433 3.481 1.254  -0.35
33 H -1.716 2.866 4.127  0.38
34 H 0.820 4.112 1.853  0.59
35 H 0.958 3.085 -0.378  0.48
36 H 0.170 2.404 -2.168  0.57
37 H -1.461 2.667 -2.656  0.20
38 H -1.054 0.403 -3.014  0.30
39 H -2.021 0.387 -1.577  0.26
40 H -0.255 -1.154 -1.158  0.52
41 H 0.055 0.285 -0.160  0.57
42 H 0.209 -1.708 -6.725  0.53
43 H 0.398 -0.172 -8.641  0.39
44 H 0.804 2.244 -8.307  0.41
45 H 1.010 3.127 -6.022  0.42
46 H 0.882 1.590 -4.098  0.14
47 H 1.653 -3.233 -5.239  0.73
48 H 0.617 -5.399 -5.503  0.28
49 H -1.726 -5.798 -4.641  0.43
50 H -2.910 -3.946 -3.513  0.42
51 H -1.876 -1.762 -3.319  0.20
52 H -3.618 1.425 -0.874  0.44
53 H -4.400 2.725 -0.065  0.47
54 H -3.064 3.999 -2.206  0.49
55 H -4.784 3.789 -1.954  0.47
56 H -3.482 2.808 -4.140  0.32
57 H -3.541 1.362 -3.089  0.14
58 H -5.697 2.952 -3.983  0.36
59 H -3.409 3.606 1.692  0.51
60 C 5.286 -8.444 -5.890  -0.68
61 O 4.894 -7.994 -7.175  -0.38
62 C 3.491 -7.883 -7.332  -0.70
63 C 3.017 -6.454 -7.177  -0.34
64 O 3.227 -5.961 -5.860  -0.32
65 C 4.387 -5.153 -5.745  -0.86
66 H 6.349 -8.236 -5.777  0.25
67 H 4.740 -7.931 -5.095  0.28
68 H 5.129 -9.524 -5.800  0.33
69 H 2.970 -8.538 -6.627  0.33
70 H 3.251 -8.221 -8.345  0.39
71 H 1.939 -6.420 -7.368  0.39
72 H 3.509 -5.808 -7.911  0.35
73 H 4.196 -4.158 -6.164  0.31
74 H 5.247 -5.599 -6.249  0.42
75 H 4.617 -5.049 -4.686  0.26
76 C -2.092 -1.805 7.217  -0.69
77 O -0.699 -1.895 7.456  -0.38
78 C 0.075 -2.007 6.274  -0.49
79 C 0.685 -0.682 5.869  -0.55
80 O -0.303 0.275 5.506  -0.28
81 C -0.596 1.197 6.551  -0.93
82 H -2.562 -1.452 8.133  0.25
83 H -2.322 -1.104 6.410  0.25
84 H -2.501 -2.790 6.970  0.33
85 H -0.525 -2.419 5.457  0.31
86 H 0.885 -2.711 6.485  0.38
87 H 1.318 -0.841 4.991  0.38
88 H 1.316 -0.292 6.673  0.32
89 H 0.198 1.943 6.634  0.36
90 H -0.726 0.701 7.513  0.44
91 H -1.528 1.703 6.294  0.25
92 C -0.771 4.743 7.805  -0.82
93 O 0.190 3.813 8.276  -0.17
94 C 1.402 4.428 8.694  -0.55
95 C 1.471 4.589 10.197  -0.56
96 O 0.483 5.484 10.678  -0.38
97 C -0.653 4.834 11.224  -0.67
98 H -1.738 4.241 7.774  0.21
99 H -0.850 5.615 8.458  0.47
100 H -0.510 5.067 6.792  0.24
101 H 1.531 5.396 8.200  0.36
102 H 2.221 3.775 8.375  0.37
103 H 2.445 5.012 10.458  0.37
104 H 1.383 3.616 10.690  0.33
105 H -0.425 4.440 12.220  0.33
106 H -1.001 4.021 10.584  0.25
107 H -1.445 5.575 11.314  0.25

| no. | electronic energy (a.u.) |
| --- | --- |
| 1 | -5062.364659 |
| 2 | -5770.321844 |
| 3 | -3972.743840 |
| 4 | -3026.712347 |